(1)
The following is a DFT calculation (wB97M-V/def2-TZVPD) of a structure of composition C43H66BN7O3PbS2.

maximum force = 0.6 eV/A
LUMO energy (spin up / spin down) = -1.886 / -4.695 eV
net charge = +1
2S+1 = 2
orbital gap (spin up / spin down) = 0.315 / 0.228 Ha

The geometry in XYZ format:
```
123
Properties=species:S:1:pos:R:3:forces:R:3:mulliken_spin:R:1
Pb -0.265283 -0.948826 -0.452440 -0.2596 0.1488 -0.1848 -0.0310
C 2.793692 -4.150290 -1.959476 -0.0195 0.0707 -0.0178 0.0155
C 2.550131 -2.661006 -2.223945 0.0885 -0.0695 0.1580 0.0157
C 3.260440 -2.199099 -3.498572 -0.0608 -0.0177 0.0201 -0.0010
C 2.983025 -1.822762 -1.052828 0.0457 0.1280 -0.0319 -0.0071
C 4.270187 -1.570828 -0.560067 -0.0166 -0.1397 -0.0482 0.0011
C 4.103302 -0.678339 0.486730 0.0124 -0.1165 -0.0393 -0.0005
C 5.149470 -0.048222 1.361370 0.0505 0.0458 -0.0900 0.0000
C 6.327047 -0.996691 1.579289 -0.0284 -0.0161 -0.0066 0.0000
C 5.615845 1.279222 0.750758 -0.0655 0.0202 0.0507 0.0000
N 2.784916 -0.416950 0.601795 -0.0937 0.1442 -0.0550 0.0004
N 2.101919 -1.123735 -0.343152 0.1261 -0.0644 0.1635 0.0024
B 2.091723 0.670745 1.472144 -0.0481 -0.0752 -0.1221 0.0000
N 1.086110 -0.004102 2.446618 0.0963 0.0031 -0.0829 -0.0001
N 0.111990 -0.840281 1.965865 0.1107 0.1214 0.0913 -0.0012
C -0.513995 -1.369239 3.019758 0.0107 0.0611 0.2459 -0.0022
C 0.061352 -0.872500 4.189834 -0.0918 -0.0205 -0.0106 0.0001
C 1.072687 -0.011100 3.795052 -0.2010 -0.0379 0.1888 0.0000
C 1.972966 0.681086 4.798144 0.2230 -0.1080 -0.1959 0.0000
C 3.089833 -0.280424 5.230406 -0.0084 0.0313 -0.0076 0.0000
C 2.551184 2.053005 4.449865 -0.1277 0.0201 0.0216 0.0000
C -1.711734 -2.286505 2.994337 -0.0586 0.2584 -0.1586 0.0026
C -2.983147 -1.479777 3.306909 0.0426 -0.0487 0.0014 0.0000
C -1.891777 -3.059772 1.696336 0.1296 0.0143 -0.0070 -0.0100
N 1.388836 1.702439 0.524817 0.1263 -0.0115 -0.0016 -0.0001
N 0.612744 1.260605 -0.503509 0.0755 0.0472 0.2406 0.0006
C 0.344846 2.285058 -1.303781 0.0586 0.0268 -0.0020 0.0015
C 0.944334 3.436655 -0.779190 -0.1446 0.0845 -0.0492 0.0000
C 1.607017 3.029607 0.369365 0.0106 -0.0212 -0.1390 -0.0001
C 2.442615 3.885086 1.278438 -0.0233 0.0456 -0.0055 0.0001
C 3.435407 4.724729 0.466031 -0.0075 -0.0525 0.0341 0.0000
C 1.549598 4.787837 2.136345 0.0310 0.0258 0.0409 0.0000
C -0.376440 2.077992 -2.608133 -0.0924 0.1617 0.1135 -0.0038
C 0.458547 2.651767 -3.754732 0.0405 -0.0764 -0.0043 0.0002
C -1.785308 2.676759 -2.596806 0.0073 -0.0529 0.0134 0.0012
H 2.506440 -4.744482 -2.831239 0.0067 0.0216 0.0563 -0.0028
H 2.214492 -4.496489 -1.100119 0.0533 0.0007 -0.0278 -0.0064
H 3.851922 -4.334793 -1.757071 -0.0552 -0.0224 -0.0115 0.0002
H 1.476402 -2.492530 -2.352829 0.0686 -0.0414 0.0022 -0.0053
H 4.340474 -2.342122 -3.411989 -0.0446 0.0188 -0.0273 0.0000
H 3.067167 -1.142165 -3.692928 0.0273 -0.0368 -0.0003 -0.0004
H 2.910806 -2.778306 -4.357007 0.0289 0.0226 0.0293 0.0011
H 5.195943 -1.997348 -0.916036 -0.0768 0.0662 0.0569 0.0000
H 4.696803 0.164742 2.331506 -0.0115 -0.0371 -0.0103 0.0001
H 6.862861 -1.175801 0.643557 -0.0163 0.0021 0.0578 0.0000
H 5.991896 -1.959060 1.971299 0.0349 0.0426 -0.0127 0.0000
H 7.031016 -0.561558 2.290300 0.0016 -0.0110 -0.0408 0.0000
H 6.121354 1.100684 -0.201518 -0.0277 0.0231 0.0358 0.0000
H 6.313008 1.785588 1.422806 -0.0194 -0.0246 -0.0535 0.0000
H 4.767641 1.945392 0.566719 0.0767 -0.0404 0.0159 0.0000
H 2.913955 1.239792 2.104288 -0.0567 -0.0995 -0.0827 0.0000
H -0.220386 -1.116878 5.204839 0.0412 0.0512 -0.1023 0.0000
H 1.322054 0.829170 5.659883 -0.0686 -0.0230 0.0739 0.0000
H 3.751623 -0.502137 4.387619 -0.0245 0.0206 0.0580 0.0000
H 2.679702 -1.222012 5.597173 0.0261 0.0129 -0.0241 0.0000
H 3.684720 0.168794 6.029531 -0.0091 -0.0241 -0.0727 0.0000
H 3.452582 1.972015 3.842549 -0.0369 0.0324 0.0481 0.0000
H 2.823255 2.565686 5.374535 -0.0091 -0.0182 -0.0250 0.0000
H 1.825826 2.674562 3.920508 0.0775 -0.0289 0.0400 0.0000
H -1.553299 -2.997924 3.805925 -0.0107 -0.0776 0.0281 -0.0001
H -3.141552 -0.720552 2.534267 -0.0093 -0.0466 0.0362 -0.0004
H -2.906478 -0.978544 4.272689 -0.0007 0.0056 -0.0365 -0.0001
H -3.857284 -2.137923 3.335590 0.0632 0.0493 -0.0061 0.0001
H -2.148562 -2.376307 0.878718 -0.0557 -0.1077 0.0383 0.0056
H -2.710770 -3.775753 1.794927 0.0266 0.0105 -0.0142 0.0004
H -0.988579 -3.614587 1.427847 -0.0525 0.0329 -0.0312 0.0026
H 0.914189 4.435981 -1.190446 0.0633 -0.1353 0.0294 0.0000
H 3.010638 3.236047 1.943469 -0.0277 -0.0352 -0.0337 0.0000
H 2.915685 5.500230 -0.102157 0.0366 -0.0465 0.0096 0.0000
H 3.992465 4.103744 -0.237748 0.0051 0.0450 0.0271 0.0000
H 4.149074 5.214633 1.132177 -0.0631 0.0068 -0.0400 0.0000
H 1.030859 5.521018 1.512389 0.0101 -0.0636 0.0345 0.0000
H 2.153899 5.330576 2.867658 -0.0506 -0.0063 -0.0503 0.0000
H 0.798549 4.210298 2.680835 0.0194 0.0474 -0.0272 0.0000
H -0.469686 0.998551 -2.760112 0.0228 -0.0469 -0.0341 0.0048
H 0.507176 3.741861 -3.690836 0.0102 -0.0490 -0.0077 0.0001
H 0.013021 2.387325 -4.715657 0.0027 0.0422 0.0310 0.0000
H 1.478766 2.261879 -3.728603 -0.0532 0.0411 -0.0225 -0.0001
H -1.758561 3.734009 -2.316180 -0.0030 -0.0509 -0.0328 0.0000
H -2.426220 2.140311 -1.894697 0.0335 0.0500 -0.0651 -0.0008
H -2.231129 2.600005 -3.591464 0.0030 0.0163 0.0479 -0.0001
O -0.470643 -1.569545 -3.183541 -0.0895 -0.2305 -0.2565 0.1362
N -0.684406 -2.626281 -3.891290 0.0559 0.2103 0.1416 0.1350
C -0.632781 -2.532409 -5.243944 -0.0073 0.0220 -0.0384 -0.0891
C -0.877825 -3.612997 -6.049294 -0.0059 -0.0084 0.0161 0.1106
C -1.193122 -4.848576 -5.482189 0.0046 -0.0939 0.0936 -0.0721
C -1.245466 -4.947116 -4.113524 -0.0541 0.0592 -0.1815 0.0668
C -0.985873 -3.835677 -3.295826 -0.0684 0.0401 0.4766 -0.0818
S -1.063991 -3.929533 -1.588609 0.2572 -0.3145 -0.4260 0.6259
H -0.399692 -1.546768 -5.612621 0.0152 0.0464 0.0626 0.0000
H -0.828561 -3.484657 -7.122129 -0.0031 0.0169 0.0471 0.0042
H -1.400662 -5.708349 -6.105474 0.0264 0.0444 0.0275 -0.0032
H -1.493904 -5.876975 -3.622331 0.0059 0.0281 0.0096 -0.0014
C -6.789726 2.260380 -0.005618 0.0061 -0.1364 -0.0582 0.0000
C -5.968511 1.078459 -0.453721 -0.1631 -0.0522 -0.0167 0.0108
C -5.602648 0.081523 0.449756 -0.0022 -0.0603 -0.0144 -0.0007
C -4.882705 -1.026579 0.034535 -0.0466 -0.0279 0.0080 0.0032
C -4.537820 -1.145593 -1.305256 0.0887 -0.1005 0.0666 0.0276
C -4.856129 -0.155168 -2.218446 -0.0453 0.0350 0.0363 0.0152
C -5.578051 0.948621 -1.784547 -0.0007 -0.0410 -0.0133 -0.0020
S -3.591121 -2.548880 -1.894960 -0.3303 0.1888 -0.1336 0.0690
C -4.670497 -3.869292 -1.341121 -0.0245 0.0038 0.0458 0.0090
O -3.670156 -2.528617 -3.375683 0.1890 -0.0483 0.0544 0.0310
H -6.608808 2.496331 1.043275 -0.0110 0.0034 -0.0227 0.0001
H -7.854156 2.040638 -0.115401 0.0191 0.0204 0.0116 0.0005
H -6.574033 3.142961 -0.607913 0.0034 0.0054 0.0240 0.0001
H -5.882288 0.174672 1.494263 0.0011 -0.0018 -0.0393 0.0004
H -4.590069 -1.784043 0.756493 -0.0560 0.0844 -0.0678 0.0047
H -4.550732 -0.262198 -3.251700 -0.0360 -0.0203 0.0179 0.0017
H -5.845794 1.721934 -2.496971 0.0127 -0.0236 0.0293 0.0007
H -5.634284 -3.722668 -1.827749 0.0061 -0.0385 0.0418 0.0013
H -4.766042 -3.845297 -0.253918 0.0170 -0.0055 -0.1067 0.0017
H -4.208153 -4.804311 -1.657037 -0.0115 0.0550 0.0184 -0.0004
C -3.479246 2.894257 0.486390 0.0618 0.0529 -0.0617 0.0005
C -2.535511 1.796907 0.897042 -0.0735 0.0395 0.0286 -0.0007
C -1.689459 2.068184 2.112563 0.0572 -0.0770 -0.0247 0.0000
O -2.456684 0.757211 0.265279 0.1601 0.1490 0.1437 0.0129
H -2.901392 3.802256 0.283469 -0.0383 -0.0321 0.0780 0.0000
H -4.162249 3.117626 1.311120 0.0688 0.0124 -0.0335 0.0001
H -4.049904 2.612631 -0.395707 0.1639 0.0576 0.0995 -0.0005
H -2.197647 2.732846 2.811346 0.0240 0.0074 -0.0319 0.0000
H -0.772280 2.565255 1.773927 -0.0671 -0.0033 0.0007 0.0000
H -1.404815 1.141071 2.608575 -0.0047 0.0150 -0.0399 0.0000
```
Forces are in eV/Å.

***

(2)
The following is a DFT calculation (wB97M-V/def2-TZVPD) of a structure of composition C43H66Cl2N4O3Ti in a non-equilibrium geometry.

maximum force = 3.1 eV/A
LUMO energy = -5.815 eV
net charge = +2
orbital gap = 0.268 Ha

The geometry in XYZ format:
```
119
Properties=species:S:1:pos:R:3:forces:R:3:mulliken_charge:R:1
Ti 0.220197 1.397001 -1.423174 -0.6739 2.0403 -2.1678 0.1154
C -0.827672 1.583570 -4.878230 -0.0514 0.0794 -0.0866 -1.2100
N -1.286881 0.808613 -3.723243 -0.2004 0.2409 -0.0497 1.1457
C -1.299286 -0.601474 -4.138545 0.0593 -0.1259 0.0231 -1.6125
C -2.621773 1.218582 -3.268470 -0.0937 0.0374 0.2878 -1.5788
C -2.601269 1.830161 -1.856713 -0.5978 0.4185 -0.7933 0.2741
N -1.741020 1.128851 -0.881920 -0.4665 -0.2713 0.2676 0.4046
C -1.893616 1.829970 0.421213 -0.0107 0.3868 0.9773 -1.6056
C -1.185555 1.127119 1.550777 0.3675 0.0870 -0.2358 0.4260
C -1.821909 0.830814 2.739620 0.0653 0.0691 -0.2576 -0.9356
C -1.138051 0.213355 3.784804 0.1856 -0.0089 0.0225 -0.3212
C 0.179894 -0.146137 3.546236 -0.2642 0.1706 0.0273 -0.5147
C 0.867474 0.118532 2.361621 0.1798 0.3552 -0.7009 0.3091
C 0.172220 0.807873 1.357380 -1.0740 -0.6769 2.2933 0.3667
O 0.673659 1.215182 0.182739 0.7808 0.0236 1.6442 1.1072
C 2.310166 -0.368633 2.257835 0.1784 -0.0402 -0.0492 2.3483
C 2.984757 0.029040 0.940977 -0.1585 -0.1354 0.1596 -1.8929
C 3.142834 0.214509 3.410344 -0.1487 -0.0967 -0.1729 -1.8430
C 2.300594 -1.903164 2.337815 0.0044 0.1974 -0.0223 -1.8101
C -1.832926 -0.016247 5.119918 -0.1118 -0.0261 0.1009 1.9259
C -3.048043 -0.928246 4.900271 0.1564 0.0995 0.0355 -1.6182
C -0.916370 -0.670077 6.158143 -0.1536 0.1262 -0.2425 -2.0544
C -2.289580 1.342834 5.674695 0.0718 -0.1813 -0.0537 -1.6303
C -2.144542 -0.290093 -0.708342 -0.2072 -0.8602 -0.0599 -2.1454
C -1.093541 -1.398032 -0.753319 0.1303 0.0146 -0.1558 1.2072
C -1.533817 -2.610316 -0.241936 0.2555 0.1897 -0.1215 -1.3134
C -0.811065 -3.786663 -0.402865 0.0855 0.0637 -0.1506 -0.4735
C 0.395948 -3.697480 -1.074964 -0.2065 0.1883 0.0862 -0.2534
C 0.898340 -2.514727 -1.607673 0.0253 0.6651 -0.1595 0.4030
C 0.137826 -1.340919 -1.445909 -0.6969 -2.1959 1.0372 0.0212
O 0.499489 -0.162945 -1.973248 0.7156 -1.5540 -1.1944 0.7612
C 2.199973 -2.619606 -2.403360 0.1993 0.0279 -0.1285 2.1189
C 3.281842 -3.260630 -1.520861 -0.1552 0.0282 -0.1179 -1.7261
C 1.936713 -3.490425 -3.641521 0.0722 0.1008 0.1867 -1.7615
C 2.769635 -1.281503 -2.880252 -0.0977 -0.2181 0.0400 -1.6086
C -1.383052 -5.103261 0.085398 -0.0856 -0.1685 0.1089 1.8731
C -2.753137 -5.314877 -0.578544 0.1871 -0.0008 0.0967 -1.6435
C -0.494830 -6.299218 -0.267383 -0.1435 0.2342 0.0543 -2.1146
C -1.534569 -5.035484 1.609730 0.0136 -0.0273 -0.1813 -1.7074
H -0.905516 2.651965 -4.683657 0.0244 -0.0340 0.0057 0.3589
H 0.211945 1.320851 -5.089009 -0.0395 0.0896 -0.0038 0.1704
H -1.419732 1.357074 -5.776332 0.0363 0.0355 0.0853 0.3982
H -1.957396 -0.750530 -5.006607 0.0763 0.0354 0.0962 0.4183
H -1.638215 -1.247937 -3.330481 0.0258 0.0326 -0.0308 0.5486
H -0.288798 -0.903527 -4.415506 -0.0241 -0.0218 0.0157 0.3951
H -3.294448 0.356541 -3.280788 0.0445 0.1059 -0.0655 0.4791
H -3.064071 1.963850 -3.940208 0.0086 -0.0986 0.0805 0.6121
H -3.634341 1.863840 -1.481652 0.1843 -0.0339 0.0541 0.5719
H -2.240035 2.862150 -1.914587 -0.1356 -0.2038 0.0953 -0.5124
H -2.961251 1.908562 0.668571 0.1605 0.0021 -0.1751 0.7063
H -1.492212 2.847421 0.311441 -0.1452 -0.1040 -0.0952 -0.5252
H -2.860386 1.105871 2.850416 -0.1453 0.0293 0.0433 0.6464
H 0.723234 -0.643146 4.330541 0.0721 -0.1089 0.0894 0.5843
H 3.062092 1.114495 0.866190 0.0156 0.0690 -0.1281 0.1026
H 2.419444 -0.366398 0.093582 0.2015 0.0485 -0.0045 -0.0148
H 3.990643 -0.389433 0.920071 0.0709 -0.0483 -0.0035 0.5424
H 3.103118 1.301952 3.401943 0.0222 0.1415 0.0152 0.3612
H 4.179963 -0.092305 3.303578 0.1397 -0.0388 0.0118 0.4825
H 2.792602 -0.130808 4.377420 -0.0216 -0.0242 0.1459 0.3377
H 1.722304 -2.321842 1.515817 -0.0849 -0.0963 -0.1265 0.3005
H 1.864817 -2.248751 3.269283 -0.0623 -0.0799 0.1406 0.3535
H 3.316482 -2.285978 2.280879 0.1439 -0.0621 -0.0171 0.4964
H -2.731670 -1.882054 4.484468 -0.0061 -0.1408 -0.0600 0.3196
H -3.773868 -0.479112 4.227586 -0.1058 0.0423 -0.1014 0.3235
H -3.546160 -1.118927 5.846274 -0.0850 -0.0223 0.1321 0.4656
H -0.604934 -1.662405 5.840139 0.1120 -0.1165 0.0018 0.3907
H -1.455936 -0.776210 7.095553 -0.0537 -0.0269 0.0772 0.4654
H -0.040461 -0.055081 6.351185 0.1546 0.0152 0.0482 0.3911
H -3.024427 1.820906 5.032165 -0.0780 0.0709 -0.0933 0.3435
H -1.438300 2.010717 5.787387 0.0835 0.1134 0.0195 0.3384
H -2.741715 1.207178 6.652928 -0.0891 -0.0099 0.1264 0.4698
H -2.884418 -0.536089 -1.476702 0.0983 0.1676 0.0853 0.9210
H -2.659113 -0.385420 0.254842 0.0621 0.0987 -0.2121 0.5758
H -2.492567 -2.636927 0.252438 -0.1517 0.0006 0.1165 0.6979
H 0.972094 -4.590982 -1.224579 0.0939 -0.1709 -0.0269 0.6734
H 3.025554 -4.271711 -1.225082 -0.0060 -0.1525 0.0721 0.3571
H 3.428222 -2.667529 -0.621254 0.0667 0.0530 0.1557 0.1616
H 4.222956 -3.303590 -2.062474 0.1251 -0.0205 -0.0760 0.5316
H 1.634011 -4.495977 -3.367915 -0.0466 -0.1488 0.0095 0.2997
H 2.843191 -3.557969 -4.237109 0.1021 -0.0474 -0.1113 0.5164
H 1.150304 -3.056136 -4.255808 -0.0819 0.0380 -0.1068 0.2981
H 2.999060 -0.653348 -2.023083 0.0203 0.0704 -0.0522 -0.0245
H 2.089070 -0.759635 -3.551632 0.0671 0.0554 -0.0097 0.0337
H 3.695590 -1.467193 -3.419747 0.1057 -0.0571 -0.0523 0.6558
H -2.657659 -5.279539 -1.662359 -0.0331 -0.0173 -0.1038 0.3548
H -3.472695 -4.561434 -0.269203 -0.1147 0.0733 0.0206 0.3456
H -3.145829 -6.289243 -0.301703 -0.0977 -0.1043 0.0343 0.4671
H -0.379252 -6.396875 -1.344300 0.0805 -0.0502 -0.1326 0.4116
H -0.960493 -7.210956 0.097094 -0.0400 -0.0842 0.0444 0.4744
H 0.484870 -6.220153 0.197853 0.1510 -0.0218 0.0184 0.3743
H -2.179874 -4.213279 1.906667 -0.1029 0.1042 0.0908 0.3763
H -0.562305 -4.895937 2.076975 0.1022 0.0155 0.1099 0.3439
H -1.966462 -5.959488 1.982114 -0.0713 -0.1268 0.0872 0.4647
C 1.466585 4.078911 -4.042178 0.0759 -0.2467 -0.0494 -1.6209
C 0.510938 4.120453 -2.885471 0.2960 1.2487 -0.6020 0.3152
O 0.055318 3.077396 -2.364124 -0.4350 0.3755 -0.4713 -0.4149
N 0.113117 5.326101 -2.504661 0.1780 -0.3922 0.0325 0.0571
C -0.842051 5.595057 -1.445326 -0.2698 -0.2514 0.2916 -0.8636
C -0.355403 5.200051 -0.062893 0.0173 0.0955 0.1720 0.9234
C -0.901894 5.820325 1.055547 0.0544 -0.1239 -0.1649 -0.9734
C -0.502026 5.394644 2.311319 0.0357 -0.0412 -0.0933 -0.6644
C 0.467872 4.409692 2.405888 -0.0649 0.0869 -0.0617 -0.8135
C 0.989575 3.890491 1.232984 0.0184 0.0652 0.2102 -0.2109
N 0.565360 4.239232 0.020917 0.0821 0.3655 0.0348 0.1155
H 1.820071 3.063977 -4.219252 -0.0862 0.2489 0.0178 0.1784
H 2.313610 4.732369 -3.848374 0.1227 0.0183 0.0136 0.5137
H 0.972379 4.433302 -4.947197 -0.0995 0.0595 0.0288 0.4346
H 0.532262 6.131509 -2.951447 0.0265 -0.2400 -0.0651 0.3742
H -1.772592 5.056619 -1.671439 0.1107 0.1470 0.0243 0.0591
H -1.070195 6.661337 -1.459161 -0.0136 -0.1165 -0.0761 0.5959
H -1.618588 6.620840 0.947436 -0.0919 0.0445 -0.0305 0.4680
H -0.927483 5.841308 3.195927 -0.0256 0.0459 0.1128 0.4659
H 0.808956 4.065210 3.368380 0.1233 -0.0708 0.0701 0.5083
H 1.779463 3.153496 1.254060 0.0525 -0.0832 0.0901 0.4577
Cl 2.667999 1.918052 -2.042735 0.7024 0.1703 -0.5513 -0.0956
C 4.407920 2.147625 -1.705977 0.6461 0.4150 0.5038 -0.4207
Cl 4.687589 3.816041 -1.184281 0.0100 -0.4164 -0.1009 -0.1072
H 4.954396 1.957859 -2.629881 -0.2746 0.0107 0.1159 0.4483
H 4.700734 1.462737 -0.910731 -0.1567 0.0930 -0.1401 0.2053
```
Forces are in eV/Å.

***

Listing ΔE to the lowest compared entry with this formula, charge and spin for the structures above in their given order: 6.7 53.5 kcal/mol.